Entry 1:
Molecular formula: C16H21F9N2O6
Method: DFT, ωB97M-V/def2-TZVPD

Calculated values
- E_LUMO: 0.44 eV
- Highest occupied orbital energy: -11.17 eV
- Gap between HOMO and LUMO: 11.611 eV
- DFT total energy: -56654.946 eV

Atoms and positions in Å:
O (0.7432, -6.0284, 21.2333)
O (10.3323, -4.0345, 19.1231)
O (10.3608, -4.1630, 16.8866)
H (14.3699, -3.3213, 24.0233)
C (9.7846, -4.0683, 17.9302)
H (12.2530, -3.7996, 18.4733)
C (12.7424, -3.9322, 25.1605)
H (11.4249, -4.5418, 21.3590)
N (10.8044, -7.2130, 17.1763)
F (7.6818, -4.6399, 17.0268)
H (12.9838, -8.8405, 24.9042)
F (9.4151, -5.6443, 23.6774)
H (3.1050, -6.2229, 19.3005)
C (11.7193, -4.3882, 19.2221)
C (10.0645, -7.8436, 23.9750)
H (13.9216, -5.0509, 23.9092)
C (12.1696, -4.1866, 20.6394)
H (13.6664, -8.2508, 22.4603)
H (1.9786, -4.8525, 19.5233)
C (10.5147, -6.3794, 14.7078)
C (12.9254, -7.7043, 23.0356)
C (10.6830, -6.8373, 16.0977)
F (7.7342, -4.1502, 19.1678)
H (9.4773, -6.0537, 14.6267)
H (12.1658, -7.1386, 22.5026)
F (2.8598, -5.1822, 23.7949)
H (3.7947, -3.2884, 19.5999)
H (10.6047, -7.2520, 14.0634)
O (11.1628, -7.9042, 24.6865)
C (1.7816, -5.9083, 21.8008)
O (9.8025, -8.5078, 23.0336)
N (12.0811, -3.8938, 26.0971)
C (2.9368, -5.2767, 19.8158)
H (12.2494, -3.1433, 20.9671)
C (13.5473, -4.0307, 23.9626)
H (11.8443, -5.4389, 18.9512)
C (2.0079, -6.0881, 23.3142)
F (7.9869, -2.5765, 17.6862)
H (13.5081, -6.9493, 23.5699)
H (13.1357, -4.6403, 20.8524)
C (4.0986, -4.3297, 19.5435)
H (4.6477, -4.6236, 18.6457)
C (12.2781, -8.5794, 24.1243)
C (8.2594, -3.8812, 17.9591)
F (7.8641, -6.9872, 24.3470)
F (9.4153, -6.3788, 25.7236)
C (9.1496, -6.7061, 24.4716)
F (2.4612, -7.3241, 23.5893)
H (11.2061, -5.5801, 14.4746)
H (11.9565, -9.5101, 23.6563)
H (12.9375, -3.8900, 23.0730)
F (0.8164, -5.9444, 23.9378)
O (2.9266, -5.5392, 21.2271)
H (4.9289, -4.4457, 20.2485)

Entry 2:
Molecular formula: C16H21FN2O2
Method: DFT, ωB97M-V/def2-TZVPD

Calculated values
- E_LUMO: 0.06 eV
- Highest occupied orbital energy: -8.84 eV
- Gap between HOMO and LUMO: 8.896 eV
- ΔE to the lowest compared entry with this formula, charge and spin: 0.081 eV
- DFT total energy: -26726.582 eV

Atoms and positions in Å:
H (-4.6255, -1.5098, -1.2198)
H (0.9143, 0.1068, -2.0476)
C (-6.4003, -2.4358, -0.4303)
H (-6.7532, -2.8765, 0.4997)
C (0.5501, 0.5971, -1.1369)
C (2.8732, 0.4102, -0.0673)
H (-0.0922, 2.4291, -2.0807)
C (4.2691, -1.5200, -0.2255)
H (-5.4590, -0.0156, 0.5624)
C (-1.2585, 2.1634, -0.2943)
H (-2.8228, -1.1119, 1.2395)
H (0.7516, -1.1405, 0.1649)
H (2.6650, -1.1425, -1.5668)
O (1.8118, 2.4857, -0.3516)
C (5.0208, -1.1164, 0.8642)
C (3.2007, -0.7851, -0.7019)
H (-0.5706, 2.7690, 0.3005)
H (-1.0763, -0.5054, 1.7177)
N (-3.4996, -0.4107, 0.9927)
H (-2.1066, 2.7765, -0.5998)
H (-0.7714, -1.0570, -0.7371)
C (-4.8535, -0.8862, 0.8211)
C (-0.7096, 0.2237, 0.9943)
C (-0.5393, 1.6046, -1.5250)
H (-4.3136, -2.7892, -0.0385)
H (5.2695, 0.4148, 2.3327)
H (0.0250, 0.8525, 1.5122)
H (-7.0567, -1.6089, -0.6890)
C (-0.0293, -0.4678, -0.1926)
H (5.8438, -1.7256, 1.2023)
N (-1.7682, 1.0863, 0.5318)
O (-3.8804, 1.4915, -0.1680)
C (-3.0933, 0.7502, 0.3905)
H (-6.4660, -3.1870, -1.2137)
C (-4.9671, -1.9450, -0.2785)
H (-1.2707, 1.1085, -2.1661)
F (4.5854, -2.6743, -0.8464)
C (1.7504, 1.2889, -0.5075)
H (3.3794, 1.7723, 1.4916)
H (-5.2037, -1.2962, 1.7742)
C (3.6353, 0.8356, 1.0202)
C (4.6927, 0.0764, 1.4858)

Entry 3:
Molecular formula: C16H21N3O3S
Method: DFT, ωB97M-V/def2-TZVPD

Calculated values
- E_LUMO: 0.63 eV
- Highest occupied orbital energy: -8.53 eV
- Gap between HOMO and LUMO: 9.157 eV
- ΔE to the lowest compared entry with this formula, charge and spin: 0.884 eV
- DFT total energy: -38382.180 eV

Atoms and positions in Å:
H (-0.4513, 2.2632, 3.6218)
H (-1.7822, 0.1972, 3.7519)
H (3.3977, 2.7216, -0.4189)
H (-4.3217, -0.3595, -1.7534)
C (-1.6999, 0.7224, 2.8132)
H (1.1565, -2.8281, 0.1891)
C (-2.4988, 1.3771, -1.7683)
O (-2.8618, 1.2436, -2.9055)
H (-0.2405, -1.2798, -1.3078)
H (2.0416, 1.3257, -1.9334)
C (4.2837, -0.3998, -0.4541)
C (1.3245, -0.7077, 0.6297)
H (2.1261, -0.8742, 1.3626)
C (3.0223, -0.9721, -1.1149)
N (-2.7924, 0.5539, -0.7232)
C (-0.8290, 2.5730, 1.5445)
O (4.3901, 0.9915, -0.6648)
C (1.9746, 1.1381, -0.8571)
S (-1.4699, 2.7262, -1.1924)
C (0.5085, -1.9968, 0.4899)
H (1.1013, 1.6591, -0.4649)
N (-0.5279, -1.8055, -0.4952)
H (4.2745, -0.6115, 0.6272)
H (2.9440, -2.0387, -0.9029)
C (-2.3488, 0.2153, 1.7009)
C (3.2465, 1.6668, -0.1855)
H (-2.2182, -1.5429, -2.3439)
H (-4.1413, -0.8747, -0.0550)
H (5.1801, -0.8424, -0.8909)
C (-3.6045, -0.6196, -0.9699)
C (-1.7977, -2.2116, -0.3181)
C (-1.4740, 2.0670, 0.4306)
N (1.8059, -0.2965, -0.6809)
H (0.0278, -2.2569, 1.4352)
C (-2.7537, -1.8089, -1.4327)
C (-0.9478, 1.8872, 2.7410)
O (-2.1709, -2.8166, 0.6674)
H (-2.9120, -0.7002, 1.7750)
H (-0.2502, 3.4798, 1.4703)
H (3.1700, 1.5468, 0.9074)
H (3.0995, -0.8345, -2.1978)
C (-2.2322, 0.8917, 0.4948)
H (0.6718, 0.0782, 1.0165)
H (-3.4200, -2.6469, -1.6375)

Entry 4:
Molecular formula: C16H21N3O4PtSSe4
Method: DFT, ωB97M-V/def2-TZVPD

Calculated values
- 2S+1: 5
- E_LUMO (spin up / spin down): -0.55 / -3.10 eV
- Highest occupied orbital energy (spin up / spin down): -8.57 / -9.09 eV
- Gap between HOMO and LUMO (spin up / spin down): 8.018 / 5.990 eV
- ΔE to the lowest compared entry with this formula, charge and spin: 0.852 eV
- DFT total energy: -305059.196 eV

Atoms and positions in Å:
H (0.1506, 3.8555, -0.0609)
O (-2.9548, 1.8425, -1.3109)
H (4.0318, -2.5822, 3.2420)
H (-0.9237, 5.1926, -0.8097)
Se (-6.8264, 1.5834, -5.6097)
Se (-5.3069, 2.3334, -4.2899)
Pt (-2.2842, -0.0549, -1.8681)
Se (-4.5056, -0.9994, -2.3069)
H (-3.3079, 5.2126, -0.1534)
Se (-5.4130, -0.0295, -0.5055)
H (4.3806, -1.7300, -2.2257)
N (-1.0144, -2.9743, -2.5456)
C (3.3947, -3.3059, -1.0983)
H (-2.6580, 1.9930, 1.2185)
H (2.6087, -3.5324, -0.3499)
H (4.0896, -1.3167, -0.4589)
H (4.2883, -3.8326, -0.7304)
N (1.6608, -0.7279, -0.4034)
C (-2.1280, 2.8562, -1.2822)
C (1.0045, -3.6362, 2.5666)
C (0.3282, -2.4692, 2.1906)
O (-1.4767, 3.3349, -2.1991)
C (0.5472, -0.0554, -0.4165)
O (0.3505, 0.8203, 3.0409)
C (2.2381, -3.6929, 2.9783)
C (2.4511, -0.9780, -1.6865)
H (2.1387, -0.9958, 0.4169)
H (-3.2085, 4.6123, 1.5268)
H (-0.8047, 5.0793, 0.9611)
H (-0.7992, 1.0494, 0.7141)
C (2.3821, -1.3437, 2.7491)
C (1.0439, -1.2791, 2.3495)
H (3.0278, -3.7563, -2.0325)
H (2.5992, 0.0145, -2.0030)
H (-0.6626, -2.4825, 1.8156)
S (-0.0626, 0.7127, -1.8030)
C (-1.9767, 3.4906, 0.0945)
H (2.9671, -0.4358, 2.6896)
O (-1.7694, 2.4363, 1.1477)
C (3.0034, -2.5431, 3.0032)
C (0.4927, 0.0633, 2.0704)
C (3.6456, -1.8291, -1.2949)
H (2.7783, -4.6131, 3.2192)
H (1.7874, -1.5152, -2.4416)
H (0.3786, -4.5365, 2.6124)
H (-4.0822, 3.6586, 0.2657)
C (-0.8038, 4.4693, 0.0590)
C (-1.5230, -1.9689, -2.2819)
N (-0.0402, 0.2728, 0.7981)
C (-3.2368, 4.3335, 0.4385)

Values for F_max, eV/Å, ordered as above
1.87; 0.68; 0.68; 5.73